(1)
Formula: C20H24F5NO2P2PrTe
Source: OMol25
Level of theory: the ωB97M-V functional and the def2-TZVPD basis

Each line ends with the Löwdin charge.
Geometry (Å):
C -1.20195 3.50992 -1.82214  0.01
C -1.04529 2.19595 -1.39134  -0.18
C 0.27054 1.64154 -1.35985  -0.15
C 1.32343 2.30555 -2.06516  -0.13
C 1.12413 3.64063 -2.48434  -0.01
C -0.11735 4.24109 -2.33198  -0.03
C 2.52050 1.58449 -2.33236  -0.04
C 2.55927 0.19233 -2.03491  -0.17
C 1.46062 -0.38189 -1.32245  -0.15
C 1.34499 -1.80454 -1.24472  -0.17
C 2.42831 -2.58225 -1.63919  0.01
C 3.58688 -2.00246 -2.17422  -0.02
C 3.65574 -0.63139 -2.37083  -0.04
H -2.18950 3.96964 -1.76155  0.13
H 1.96121 4.18229 -2.92812  0.12
H -0.26733 5.27930 -2.62631  0.12
H 3.13430 1.95229 -3.16234  0.15
H 2.36268 -3.66518 -1.52198  0.13
H 4.42845 -2.64264 -2.43872  0.12
H 4.54881 -0.17488 -2.80258  0.12
N 0.54137 0.44985 -0.71001  0.03
Pr 0.72189 0.68839 1.77765  0.97
C -2.25350 1.34693 -1.04749  -0.29
H -2.30987 0.46282 -1.70459  0.10
H -3.17836 1.93085 -1.15210  0.09
C 0.05422 -2.45592 -0.77876  -0.28
H -0.80799 -2.04019 -1.32225  0.09
H 0.09690 -3.54416 -0.92710  0.10
P -2.24411 0.65435 0.65867  0.85
P -0.29231 -2.18087 1.01498  0.83
C 0.91131 -3.35394 1.73395  -0.25
H 0.71343 -3.41173 2.81312  0.04
H 0.79938 -4.34008 1.26258  0.05
H 1.92251 -2.95746 1.58198  0.04
C -1.85933 -3.07857 1.25047  -0.24
H -1.65966 -4.15902 1.26105  0.06
H -2.28420 -2.77196 2.21584  0.03
H -2.57113 -2.83431 0.45183  0.04
C -2.61033 2.19701 1.59388  -0.24
H -3.59792 2.57285 1.29456  0.05
H -2.59810 1.94453 2.66270  0.04
H -1.83841 2.95485 1.40224  0.05
C -3.89100 -0.12403 0.67714  -0.25
H -4.04338 -0.55925 1.67329  0.03
H -4.65469 0.64051 0.47740  0.05
H -3.94113 -0.91524 -0.08240  0.04
C 4.82334 1.76627 -0.74628  0.28
O 5.33813 1.38200 0.20084  0.33
H 4.11595 2.27280 -1.54832  0.16
F 1.05911 2.83546 1.83805  -0.55
Te -1.66799 -0.72818 4.83634  1.92
F -2.77098 -2.11159 5.75606  -0.58
F -3.14887 -0.82171 3.61721  -0.48
F 2.58365 -0.42582 1.95370  -0.53
F -0.62849 -2.27139 4.38208  -0.47
O -0.71788 0.17616 3.44674  -0.93

Computed properties:
**Orbital gap (spin up / spin down)**: 4.5 / 4.5 eV
**LUMO level (spin up / spin down)**: -6.20 / -6.20 eV
**<S²>**: 2.002
**HOMO energy (spin up / spin down)**: -0.3932 / -0.3944 hartree
**Charge**: +1
**Spin multiplicity**: 3


(2)
Formula: C2H2N6O
Source: OMol25
Level of theory: the ωB97M-V functional and the def2-TZVPD basis

Each line ends with the Löwdin charge.
Geometry (Å):
H -1.78068 0.22962 1.57703  0.09
N -1.52852 -0.77850 1.18490  0.13
C -1.24254 -0.37146 -0.11092  -0.52
N -1.53719 0.87649 -0.72078  0.10
N -0.56024 1.74451 -0.49745  0.03
N 0.65014 1.36660 0.05085  0.08
C 1.21658 0.28930 -0.26746  -0.37
O 2.33905 -0.09306 0.34778  0.07
N 0.59045 -0.91158 -1.21275  0.13
N -0.59618 -1.26676 -0.95991  0.07
H 2.44913 -1.08516 0.60871  0.19

Computed properties:
**Orbital gap**: 9.1 eV
**SMILES**: [H]/N=c1\nnnc(O)nn1
**LUMO level**: -1.26 eV
**HOMO energy**: -0.3792 hartree


(3)
Formula: C30H84N6O12
Source: OMol25
Level of theory: the ωB97M-V functional and the def2-TZVPD basis

Each line ends with the Löwdin charge.
Geometry (Å):
N -6.54603 -3.93636 -5.65616  0.16
C -6.12004 -3.25716 -4.64850  -0.80
N -4.89805 -2.87872 -4.88345  0.15
O -6.79428 -2.99337 -3.66575  0.04
H -7.49048 -4.28985 -5.71259  0.13
H -5.89974 -4.18373 -6.39183  0.11
H -4.30907 -3.24668 -5.61681  0.11
H -4.37084 -2.67096 -4.04739  0.12
N 2.03568 -6.39666 4.14898  0.17
C 0.86869 -5.95221 4.48504  -0.81
N 0.46662 -4.92430 3.85712  0.16
O 0.03428 -6.46644 5.24010  0.00
H 2.72815 -5.72801 3.84319  0.11
H 2.34846 -7.35217 4.24522  0.12
H 1.10328 -4.30554 3.37556  0.12
H -0.46808 -4.67273 4.14547  0.13
N 10.41425 -4.08371 1.38513  0.15
C 9.24093 -3.77608 1.89376  -0.76
N 8.58974 -2.84830 1.17824  0.14
O 8.70052 -4.30162 2.84644  0.04
H 11.09829 -4.55964 1.95582  0.11
H 10.85420 -3.79386 0.52342  0.11
H 7.58816 -2.79899 1.29866  0.11
H 8.99543 -2.13883 0.58481  0.10
C 0.01769 -0.51559 -0.63485  -0.04
C 0.90748 0.32589 0.33174  -0.50
C 0.12511 0.93355 1.48859  -0.07
O 1.93043 -0.38651 0.97445  -0.05
H 0.64945 -0.92836 -1.42136  0.07
H -0.68898 0.19487 -1.06374  0.08
H -0.51433 -1.32966 -0.14255  0.08
H 1.32565 1.14981 -0.24655  0.13
H 0.80450 1.41780 2.19007  0.07
H -0.60433 0.32191 2.01954  0.08
H -0.46174 1.77801 1.12722  0.07
H 2.38019 0.34821 1.39815  0.08
C 4.94620 -7.01547 -2.98800  -0.08
C 5.85164 -7.53662 -4.07919  -0.42
C 7.09726 -8.23367 -3.32098  -0.06
O 5.13576 -8.59264 -4.79315  -0.08
H 4.04480 -6.59518 -3.43403  0.07
H 5.41549 -6.31413 -2.29809  0.08
H 4.56098 -7.91666 -2.51097  0.09
H 6.22931 -6.85816 -4.84416  0.13
H 6.99650 -9.19397 -2.81523  0.07
H 7.59378 -7.67026 -2.53096  0.06
H 7.85945 -8.38786 -4.08479  0.06
H 4.19658 -8.41064 -4.71302  0.07
C -5.43361 -0.59070 9.51290  -0.06
C -4.82250 -0.20059 8.22267  -0.61
C -4.02162 1.05332 8.38144  -0.07
O -3.93839 -1.11605 7.83668  -0.02
H -5.81678 -1.60542 9.40520  0.08
H -6.28837 0.04189 9.75228  0.08
H -4.76005 -0.74970 10.35502  0.09
H -5.53307 -0.07567 7.40560  0.15
H -3.17232 0.94189 9.05553  0.09
H -4.71171 1.82304 8.72699  0.09
H -3.58016 1.37415 7.43790  0.09
H -3.17904 -0.86155 8.36603  0.09
C -2.43163 -9.05837 -2.64939  -0.06
C -1.73630 -10.40585 -2.65386  -0.49
C -2.62375 -11.64463 -2.69003  -0.06
O -0.91080 -10.41604 -3.85791  -0.08
H -3.15365 -8.95494 -1.83939  0.08
H -2.80675 -9.06274 -3.67280  0.08
H -1.71570 -8.23767 -2.60469  0.08
H -1.04694 -10.39255 -1.80963  0.13
H -3.20263 -11.71066 -1.76882  0.08
H -2.07772 -12.56481 -2.89798  0.08
H -3.35844 -11.55339 -3.49003  0.08
H -0.62142 -11.32747 -3.94248  0.07
C 5.88299 1.75256 -6.20327  -0.05
C 6.38451 1.89994 -7.69591  -0.49
C 6.22178 0.57721 -8.47922  -0.05
O 5.86438 3.01406 -8.37734  -0.04
H 5.42300 0.81682 -5.88565  0.07
H 5.09137 2.46872 -5.98294  0.06
H 6.58468 1.95707 -5.39463  0.07
H 7.44176 2.15164 -7.61244  0.12
H 6.64353 0.65722 -9.48113  0.08
H 5.16205 0.37915 -8.31845  0.08
H 6.83833 -0.12697 -7.92056  0.08
H 4.91507 2.99289 -8.23601  0.08
C -0.89064 9.25237 4.24047  -0.04
C -2.46143 9.32816 4.07915  -0.51
C -2.91604 10.06436 2.93268  -0.09
O -2.80992 7.94958 4.04515  -0.06
H -0.67726 8.69803 5.15441  0.07
H -0.54500 10.27691 4.37818  0.07
H -0.43933 8.67106 3.43642  0.08
H -2.95573 9.72053 4.96785  0.14
H -2.51751 11.07813 2.89373  0.09
H -4.00578 10.08483 2.92081  0.09
H -2.66754 9.65336 1.95420  0.09
H -2.79857 7.63686 3.13759  0.08
C -5.86823 5.83848 -4.70626  -0.08
C -4.97629 6.53436 -3.71396  -0.49
C -3.69222 5.67359 -3.30158  -0.03
O -4.70005 7.82065 -4.22248  -0.06
H -5.31003 5.63467 -5.62002  0.08
H -6.78868 6.38236 -4.91856  0.08
H -6.03270 4.79390 -4.44185  0.08
H -5.57014 6.66930 -2.80995  0.12
H -2.98155 6.17767 -2.64664  0.07
H -3.08160 5.61657 -4.20268  0.07
H -4.07064 4.69392 -3.00978  0.07
H -5.35818 8.21300 -4.80088  0.08
C 6.73894 7.04929 1.86245  -0.05
C 7.33183 5.61334 1.96741  -0.46
C 8.71171 5.61617 2.52217  -0.09
O 6.53054 4.73380 2.82769  -0.08
H 7.20648 7.65812 2.63630  0.07
H 5.65252 6.96260 1.84627  0.08
H 7.06629 7.52688 0.93896  0.07
H 7.28828 5.14004 0.98650  0.13
H 8.83167 5.80527 3.58891  0.08
H 9.25699 6.48522 2.15402  0.08
H 9.28227 4.69570 2.39848  0.08
H 6.38930 5.13277 3.68936  0.08
C -8.16242 3.13533 1.71561  -0.06
C -9.36532 2.91639 2.58662  -0.55
C -10.14165 4.20893 2.68349  -0.07
O -10.25419 1.88374 2.30120  -0.03
H -7.77368 2.18531 1.34898  0.08
H -7.28924 3.63502 2.13509  0.08
H -8.45226 3.66308 0.80700  0.08
H -9.09500 2.68347 3.61656  0.13
H -10.54529 4.38457 1.68633  0.08
H -9.49887 5.01017 3.04810  0.09
H -11.05698 4.11493 3.26781  0.08
H -10.01593 1.02265 2.65241  0.10

Computed properties:
**Orbital gap**: 9.5 eV
**SMILES**: NC(N)=O.NC(N)=O.NC(N)=O.CC(C)O.CC(C)O.CC(C)O.CC(C)O.CC(C)O.CC(C)O.CC(C)O.CC(C)O.CC(C)O
**LUMO level**: 0.18 eV
**HOMO energy**: -0.3409 hartree


(4)
Formula: C19H20ClFN2O5S
Source: OMol25
Level of theory: the ωB97M-V functional and the def2-TZVPD basis

Each line ends with the Löwdin charge.
Geometry (Å):
C 0.98570 3.17996 -2.78506  -0.02
C 1.29986 2.53425 -1.47290  -0.18
C 2.39724 1.70754 -1.30828  -0.01
C 2.66152 1.12961 -0.08033  -0.28
S 4.06917 0.04872 0.11750  0.68
O 4.78159 0.39969 1.30862  -0.28
O 4.79473 -0.01363 -1.12104  -0.28
N 3.27707 -1.41033 0.42510  -0.24
C 2.65848 -1.96530 -0.76088  -0.18
C 1.82995 -3.18430 -0.34574  -0.19
O 2.61983 -4.13966 0.31752  -0.13
C 3.23458 -3.59031 1.46083  -0.18
C 4.11235 -2.39558 1.08899  -0.17
C 1.84507 1.35881 1.00601  -0.04
C 0.73817 2.17985 0.86540  0.02
C 0.46587 2.76744 -0.36542  -0.21
O -0.60881 3.58063 -0.60814  -0.05
C -1.41656 3.97702 0.47564  -0.08
C -2.29662 2.85699 1.05003  -0.46
O -2.72444 2.90190 2.17892  0.09
N -2.52724 1.87384 0.14236  0.15
C -3.23983 0.68501 0.30003  -0.21
C -3.97012 0.39386 1.44952  0.00
C -4.65686 -0.80174 1.53996  0.01
C -4.61916 -1.70595 0.49404  -0.31
F -5.29391 -2.86259 0.59901  0.06
C -3.89163 -1.42855 -0.65847  -0.60
Cl -3.84095 -2.55995 -1.95915  0.72
C -3.20431 -0.23086 -0.75001  -0.04
H 0.04747 2.79628 -3.18415  0.09
H 1.77752 2.99100 -3.50311  0.08
H 0.86655 4.25364 -2.65353  0.09
H 3.07053 1.50545 -2.12680  0.12
H 2.01927 -1.19793 -1.20127  0.12
H 3.42287 -2.25946 -1.49394  0.13
H 1.41535 -3.68536 -1.22177  0.13
H 1.01176 -2.85192 0.31173  0.13
H 3.83440 -4.38942 1.89807  0.13
H 2.46641 -3.26710 2.17872  0.13
H 4.53995 -1.92130 1.97156  0.12
H 4.92373 -2.72692 0.42509  0.14
H 2.08430 0.89940 1.95038  0.12
H 0.09785 2.35063 1.71624  0.12
H -0.82795 4.41635 1.28854  0.14
H -2.07802 4.75211 0.07444  0.15
H -2.08506 1.99755 -0.76110  0.15
H -3.99434 1.10061 2.26155  0.10
H -5.22970 -1.04509 2.42027  0.12
H -2.64016 -0.01586 -1.64462  0.11

Computed properties:
**Orbital gap**: 9.3 eV
**SMILES**: Cc1cc(S(=O)(=O)N2CCOCC2)ccc1OCC(=O)Nc1ccc(F)c(Cl)c1
**LUMO level**: 0.26 eV
**HOMO energy**: -0.3307 hartree


Listing relative energy (zero: lowest compared OMol25 entry of this formula, charge and spin) for the structures above in their given order: 0.000; 3.783; 6.541; 0.166 eV.
Listing DFT total energy for the structures above in their given order: -80237.43031; -13087.90156; -65979.21506; -59320.20896 eV.